A cluster of 12 separate species, C72H161N13O12 in total in a non-equilibrium geometry. Source: the Open Molecules 2025 dataset; level of theory: wB97M-V/def2-TZVPD.

## Properties
F_max	3.7	eV/A
orbital gap	8.37	eV
net charge	0
DFT total energy	-121211.926	eV

Cartesian coordinates (Å):
C 22.289 16.847 26.926
C 20.922 16.660 27.572
C 21.134 15.978 28.939
C 20.212 18.050 27.835
C 19.623 18.600 26.543
C 18.716 17.619 25.819
C 19.370 16.239 25.645
C 18.336 15.134 25.176
C 20.428 16.335 24.528
N 19.922 15.800 26.901
O 20.409 14.484 26.711
H 22.995 17.230 27.646
H 22.678 15.891 26.564
H 22.271 17.476 26.051
H 21.758 16.579 29.595
H 20.180 15.796 29.423
H 21.608 14.993 28.824
H 19.381 17.957 28.565
H 20.973 18.727 28.249
H 19.066 19.532 26.748
H 20.384 18.912 25.831
H 18.615 18.016 24.812
H 17.740 17.487 26.258
H 17.596 14.956 25.942
H 18.802 14.162 25.020
H 17.782 15.488 24.304
H 21.253 17.027 24.677
H 19.960 16.609 23.550
H 20.834 15.316 24.402
H 19.973 13.953 27.367
C 19.310 23.721 20.283
C 20.216 22.564 20.222
C 19.864 21.756 18.973
C 21.697 22.984 20.131
C 22.756 21.903 20.519
C 22.441 20.965 21.745
C 20.898 20.553 21.719
C 20.776 19.377 20.733
C 20.424 20.050 23.031
N 20.101 21.757 21.494
O 18.750 21.449 21.577
H 19.564 24.373 19.459
H 18.274 23.384 20.074
H 19.343 24.293 21.235
H 18.887 21.286 19.150
H 19.844 22.408 18.107
H 20.574 20.973 18.734
H 21.890 23.261 19.111
H 21.918 23.899 20.666
H 22.946 21.309 19.629
H 23.695 22.395 20.739
H 22.809 21.457 22.671
H 23.065 20.079 21.589
H 21.121 18.454 21.218
H 21.248 19.568 19.775
H 19.726 19.136 20.540
H 19.435 19.551 22.908
H 20.328 20.855 23.770
H 21.173 19.367 23.469
H 18.366 21.902 22.334
C 11.768 20.626 15.721
C 10.971 21.413 14.712
C 9.616 21.733 15.286
C 11.613 22.813 14.434
C 10.993 23.457 13.188
C 11.107 22.495 12.003
C 10.323 21.148 12.227
C 8.789 21.344 12.207
C 10.738 20.256 11.097
N 10.923 20.588 13.445
O 10.172 19.415 13.808
H 11.251 19.763 16.143
H 12.741 20.329 15.337
H 11.881 21.315 16.579
H 9.682 21.955 16.362
H 9.173 22.608 14.808
H 8.901 20.927 15.199
H 11.431 23.437 15.321
H 12.691 22.701 14.302
H 9.949 23.745 13.390
H 11.533 24.363 12.923
H 12.161 22.355 11.737
H 10.671 22.971 11.094
H 8.433 21.838 11.277
H 8.467 22.012 13.012
H 8.267 20.361 12.376
H 11.799 20.004 11.110
H 10.424 20.689 10.154
H 10.136 19.342 11.130
H 10.814 18.680 13.818
C 12.484 26.532 16.786
C 13.729 25.896 17.414
C 14.778 27.024 17.563
C 13.457 25.208 18.770
C 14.607 24.290 19.236
C 14.939 23.241 18.180
C 15.311 23.855 16.833
C 16.700 24.546 16.925
C 15.334 22.775 15.787
N 14.146 24.808 16.438
O 14.575 25.395 15.191
H 11.780 25.841 16.311
H 11.984 27.189 17.500
H 12.843 27.217 15.981
H 15.641 26.596 18.090
H 15.099 27.461 16.612
H 14.412 27.819 18.211
H 13.252 26.027 19.473
H 12.503 24.652 18.816
H 15.523 24.836 19.482
H 14.262 23.798 20.138
H 14.049 22.606 18.027
H 15.753 22.597 18.486
H 17.004 25.101 16.040
H 17.388 23.684 16.983
H 16.845 25.157 17.800
H 15.631 23.155 14.813
H 14.325 22.343 15.736
H 16.049 22.024 16.091
H 13.892 25.093 14.588
C 19.210 10.313 22.167
C 19.201 11.606 23.025
C 20.175 11.417 24.191
C 19.667 12.825 22.163
C 18.620 13.141 21.033
C 17.266 13.550 21.640
C 16.752 12.534 22.668
C 15.649 13.075 23.616
C 16.158 11.466 21.692
N 17.875 12.012 23.564
O 17.402 11.044 24.416
H 20.185 10.145 21.706
H 19.081 9.421 22.786
H 18.412 10.255 21.441
H 19.975 10.485 24.731
H 21.212 11.480 23.876
H 19.974 12.222 24.897
H 19.846 13.763 22.690
H 20.565 12.532 21.608
H 18.959 13.958 20.414
H 18.462 12.277 20.390
H 16.487 13.660 20.898
H 17.345 14.589 22.029
H 14.887 13.644 23.059
H 16.060 13.774 24.339
H 15.165 12.254 24.158
H 16.124 10.451 22.085
H 16.780 11.355 20.813
H 15.170 11.711 21.295
H 17.196 10.209 23.979
C 14.169 18.496 19.588
C 14.786 18.088 18.257
C 13.606 17.628 17.381
C 15.406 19.420 17.563
C 16.831 19.698 18.003
C 17.694 18.475 18.052
C 17.099 17.279 18.797
C 18.072 16.119 18.523
C 17.155 17.395 20.344
N 15.806 16.981 18.229
O 15.289 15.801 18.796
H 14.947 18.593 20.324
H 13.632 19.454 19.517
H 13.491 17.740 20.011
H 12.880 18.437 17.339
H 13.884 17.348 16.377
H 13.134 16.759 17.837
H 15.395 19.338 16.479
H 14.750 20.247 17.848
H 17.276 20.440 17.350
H 16.776 20.129 18.990
H 18.687 18.688 18.464
H 17.940 18.165 17.053
H 19.088 16.344 18.928
H 18.084 15.846 17.455
H 17.735 15.222 19.068
H 16.452 18.099 20.766
H 18.171 17.689 20.620
H 16.917 16.455 20.805
H 14.961 16.027 19.683
C 12.849 13.382 18.515
C 11.769 12.451 17.912
C 11.855 11.129 18.636
C 10.308 13.062 18.075
C 9.272 12.171 17.318
C 9.620 12.051 15.791
C 11.156 11.533 15.566
C 11.175 10.034 15.812
C 11.636 11.786 14.148
N 12.056 12.326 16.489
O 13.350 11.738 16.336
H 12.656 13.567 19.586
H 13.852 12.981 18.561
H 12.924 14.375 18.066
H 11.923 11.309 19.702
H 10.946 10.614 18.439
H 12.743 10.539 18.411
H 10.114 13.063 19.160
H 10.212 14.125 17.776
H 9.217 11.151 17.740
H 8.284 12.604 17.388
H 9.435 13.034 15.353
H 8.954 11.384 15.231
H 10.515 9.517 15.075
H 10.912 9.814 16.861
H 12.166 9.571 15.649
H 10.753 11.916 13.480
H 12.172 10.946 13.693
H 12.230 12.705 14.058
H 13.788 12.167 15.581
N 15.393 15.349 15.469
C 15.620 13.948 15.689
N 16.279 13.507 16.847
O 15.344 13.124 14.752
H 16.126 15.859 15.940
H 15.541 15.546 14.463
H 15.929 13.810 17.737
H 16.662 12.574 16.770
N 10.128 15.960 14.732
C 11.528 16.142 14.754
N 12.325 15.204 15.157
O 11.933 17.177 14.243
H 9.728 16.872 14.595
H 9.670 15.329 15.377
H 12.034 14.514 15.844
H 13.309 15.433 15.365
N 13.008 16.668 23.393
C 14.207 16.370 22.780
N 15.387 16.833 23.242
O 14.193 15.653 21.757
H 12.305 15.954 23.201
H 13.009 16.927 24.386
H 16.152 16.581 22.622
H 15.359 17.768 23.626
C 13.775 17.811 11.142
C 14.773 18.171 12.211
C 14.868 19.718 12.625
O 14.578 17.294 13.342
H 13.724 16.718 10.960
H 14.062 18.222 10.182
H 12.780 18.128 11.481
H 15.833 17.933 12.000
H 15.710 19.925 13.273
H 14.029 20.096 13.223
H 14.915 20.431 11.788
H 13.655 17.385 13.680
C 10.221 17.304 18.595
C 9.433 17.942 19.732
C 10.329 18.386 20.868
O 8.745 19.067 19.208
H 10.774 18.093 18.069
H 9.545 16.858 17.841
H 10.959 16.538 18.889
H 8.710 17.191 20.099
H 10.914 17.573 21.248
H 9.803 18.903 21.669
H 11.079 19.067 20.473
H 8.338 18.741 18.402